(1)
Formula: C15H48N10O9
Source: OMol25
Level of theory: ωB97M-V/def2-TZVPD

Calculated values
**Highest occupied orbital energy**: -7.919 eV
**ΔE to the lowest compared entry with this formula, charge and spin**: 5.390 eV
**Net charge**: 0
**SMILES**: NC(N)=O.NC(N)=O.NC(N)=O.NC(N)=O.NC(N)=O.CC(C)O.CC(C)O.CC(C)O.CO
**LUMO energy**: -0.7081 eV
**Frontier orbital gap**: 7.2 eV
**E**: -1824.84170 hartree

Bonds (Å) are listed after each position.
CARTESIAN COORDINATES (ANGSTROEM)
1 N -14.182 -12.957 -15.761  C2 1.286, H5 1.042, H6 1.012
2 C -14.885 -13.819 -15.115  N1 1.286, N3 1.290, O4 1.369
3 N -15.912 -14.155 -15.819  C2 1.290, H7 1.025, H8 1.079
4 O -14.469 -14.530 -14.021  C2 1.369
5 H -13.366 -12.596 -15.222  N1 1.042
6 H -14.678 -12.204 -16.221  N1 1.012
7 H -16.668 -14.624 -15.310  N3 1.025
8 H -16.067 -13.602 -16.733  N3 1.079
9 N -18.104 -13.272 -18.287  C10 1.284, H13 1.013, H14 1.037
10 C -16.890 -13.544 -18.604  N9 1.284, N11 1.264, O12 1.376
11 N -16.073 -12.629 -18.299  C10 1.264, H15 0.975, H16 0.999
12 O -16.468 -14.774 -19.053  C10 1.376
13 H -18.807 -13.951 -18.554  N9 1.013
14 H -18.280 -12.654 -17.473  N9 1.037
15 H -15.178 -12.809 -18.642  N11 0.975
16 H -16.273 -11.659 -18.167  N11 0.999
17 N -15.096 -16.445 -17.339  C18 1.307, H21 1.020, H22 1.018
18 C -15.111 -17.520 -16.596  N17 1.307, N19 1.251, O20 1.374
19 N -14.619 -17.351 -15.458  C18 1.251, H23 0.998, H24 1.009
20 O -15.482 -18.767 -17.037  C18 1.374
21 H -15.640 -16.516 -18.199  N17 1.020
22 H -15.260 -15.588 -16.815  N17 1.018
23 H -14.743 -18.144 -14.865  N19 0.998
24 H -14.735 -16.504 -14.923  N19 1.009
25 N -16.374 -9.385 -16.300  C26 1.275, H29 1.011, H30 1.006
26 C -15.486 -9.708 -17.156  N25 1.275, N27 1.262, O28 1.383
27 N -15.764 -9.430 -18.355  C26 1.262, H31 1.001, H32 1.067
28 O -14.487 -10.607 -16.828  C26 1.383
29 H -16.272 -9.772 -15.372  N25 1.011
30 H -16.823 -8.486 -16.336  N25 1.006
31 H -14.999 -9.517 -18.994  N27 1.001
32 H -16.699 -8.996 -18.630  N27 1.067
33 N -13.252 -12.167 -18.771  C34 1.303, H37 1.004, H38 1.018
34 C -12.903 -13.417 -18.890  N33 1.303, N35 1.272, O36 1.438
35 N -12.978 -14.029 -17.777  C34 1.272, H39 1.057, H40 1.080
36 O -12.383 -13.855 -20.157  C34 1.438
37 H -13.325 -11.580 -19.582  N33 1.004
38 H -13.675 -11.702 -17.970  N33 1.018
39 H -12.798 -15.064 -17.892  N35 1.057
40 H -13.471 -13.691 -16.877  N35 1.080
41 C -12.912 -11.461 -22.477  C42 1.506, H45 1.097, H46 1.036, H47 1.040
42 C -13.981 -10.726 -21.712  C41 1.506, C43 1.530, O44 1.279, H48 1.093
43 C -15.182 -11.628 -21.422  C42 1.530, H49 1.058, H50 1.140, H51 1.106
44 O -13.596 -10.046 -20.699  C42 1.279, H52 0.958
45 H -13.049 -11.248 -23.544  C41 1.097
46 H -12.954 -12.465 -22.224  C41 1.036
47 H -11.952 -11.170 -22.203  C41 1.040
48 H -14.361 -10.044 -22.477  C42 1.093
49 H -15.730 -12.026 -22.235  C43 1.058
50 H -15.997 -11.044 -20.879  C43 1.140
51 H -14.975 -12.524 -20.807  C43 1.106
52 H -13.450 -9.138 -20.967  O44 0.958
53 C -19.455 -15.104 -12.861  C54 1.539, H57 1.061, H58 1.098, H59 1.085
54 C -18.440 -15.797 -13.788  C53 1.539, C55 1.544, O56 1.241, H60 1.098
55 C -19.058 -15.658 -15.196  C54 1.544, H61 1.054, H62 1.091, H63 1.082
56 O -17.306 -15.295 -13.830  C54 1.241, H64 0.966
57 H -19.633 -14.076 -13.055  C53 1.061
58 H -19.136 -15.255 -11.821  C53 1.098
59 H -20.408 -15.611 -12.972  C53 1.085
60 H -18.362 -16.883 -13.643  C54 1.098
61 H -19.139 -14.683 -15.589  C55 1.054
62 H -19.998 -16.211 -15.202  C55 1.091
63 H -18.410 -16.022 -15.982  C55 1.082
64 H -16.746 -15.883 -13.306  O56 0.966
65 C -20.219 -9.736 -16.569  C66 1.532, H69 1.110, H70 1.138, H71 1.061
66 C -19.271 -10.746 -15.914  C65 1.532, C67 1.496, O68 1.213, H72 1.124
67 C -20.024 -11.945 -15.430  C66 1.496, H73 1.077, H74 1.085, H75 1.093
68 O -18.324 -11.088 -16.590  C66 1.213, H76 0.976
69 H -19.672 -8.923 -17.091  C65 1.110
70 H -20.993 -9.340 -15.835  C65 1.138
71 H -20.897 -10.109 -17.295  C65 1.061
72 H -18.830 -10.125 -15.087  C66 1.124
73 H -20.139 -12.702 -16.188  C67 1.077
74 H -20.977 -11.623 -15.023  C67 1.085
75 H -19.506 -12.492 -14.638  C67 1.093
76 H -17.701 -10.338 -16.637  O68 0.976
77 C -18.637 -9.854 -19.487  O78 1.348, H79 1.027, H80 1.064, H81 1.064
78 O -18.137 -8.649 -19.148  C77 1.348, H82 0.947
79 H -18.232 -10.682 -19.033  C77 1.027
80 H -18.527 -9.868 -20.545  C77 1.064
81 H -19.666 -9.997 -19.256  C77 1.064
82 H -18.894 -8.105 -19.314  O78 0.947

(2)
Formula: C15H48N12O9
Source: OMol25
Level of theory: ωB97M-V/def2-TZVPD

Calculated values
**Highest occupied orbital energy**: -8.197 eV
**ΔE to the lowest compared entry with this formula, charge and spin**: 1.253 eV
**Net charge**: 0
**SMILES**: NC(N)=O.NC(N)=O.NC(N)=O.NC(N)=O.NC(N)=O.NC(N)=O.CC(C)O.CC(C)O.CC(C)O
**LUMO energy**: 0.1514 eV
**Frontier orbital gap**: 8.3 eV
**E**: -1934.75664 hartree

Bonds (Å) are listed after each position.
CARTESIAN COORDINATES (ANGSTROEM)
1 N 0.313 -2.169 -4.932  C2 1.340, H5 1.010, H6 1.003
2 C -0.035 -2.784 -3.793  N1 1.340, N3 1.341, O4 1.219
3 N -1.339 -3.097 -3.809  C2 1.341, H7 1.004, H8 1.006
4 O 0.695 -3.136 -2.883  C2 1.219
5 H 1.240 -1.769 -4.900  N1 1.010
6 H -0.438 -1.882 -5.531  N1 1.003
7 H -1.880 -3.169 -4.652  N3 1.004
8 H -1.699 -3.495 -2.959  N3 1.006
9 N -4.057 1.714 2.692  C10 1.339, H13 1.007, H14 1.013
10 C -4.592 0.523 2.394  N9 1.339, N11 1.357, O12 1.213
11 N -3.608 -0.354 2.074  C10 1.357, H15 1.009, H16 1.015
12 O -5.765 0.246 2.530  C10 1.213
13 H -4.709 2.334 3.143  N9 1.007
14 H -3.062 1.873 2.585  N9 1.013
15 H -2.757 0.029 1.693  N11 1.009
16 H -3.851 -1.296 1.786  N11 1.015
17 N 3.556 1.579 -3.263  C18 1.324, H21 1.004, H22 1.008
18 C 2.368 0.998 -3.210  N17 1.324, N19 1.358, O20 1.233
19 N 1.897 0.871 -1.942  C18 1.358, H23 1.011, H24 1.007
20 O 1.760 0.628 -4.217  C18 1.233
21 H 3.888 2.236 -2.580  N17 1.004
22 H 4.001 1.407 -4.151  N17 1.008
23 H 1.040 0.338 -2.003  N19 1.011
24 H 2.569 0.620 -1.236  N19 1.007
25 N 3.107 3.675 1.341  C26 1.326, H29 1.009, H30 1.004
26 C 3.026 2.581 2.085  N25 1.326, N27 1.373, O28 1.218
27 N 4.128 2.458 2.894  C26 1.373, H31 1.005, H32 1.004
28 O 2.067 1.835 2.167  C26 1.218
29 H 2.279 3.921 0.819  N25 1.009
30 H 3.800 4.376 1.531  N25 1.004
31 H 4.144 1.751 3.608  N27 1.005
32 H 4.859 3.131 2.755  N27 1.004
33 N -3.047 -3.784 -0.137  C34 1.309, H37 1.006, H38 1.009
34 C -3.031 -4.003 1.153  N33 1.309, N35 1.343, O36 1.220
35 N -2.475 -5.164 1.535  C34 1.343, H39 1.004, H40 1.008
36 O -3.450 -3.148 1.916  C34 1.220
37 H -2.661 -4.469 -0.764  N33 1.006
38 H -3.605 -2.972 -0.356  N33 1.009
39 H -1.988 -5.857 0.995  N35 1.004
40 H -2.597 -5.308 2.526  N35 1.008
41 N 1.525 -0.491 0.716  C42 1.347, H45 1.017, H46 1.008
42 C 0.186 -0.495 0.567  N41 1.347, N43 1.327, O44 1.249
43 N -0.182 -1.431 -0.300  C42 1.327, H47 1.010, H48 1.008
44 O -0.638 0.296 1.073  C42 1.249
45 H 1.929 0.324 1.170  N41 1.017
46 H 1.907 -1.382 0.992  N41 1.008
47 H -1.156 -1.665 -0.166  N43 1.010
48 H 0.511 -2.092 -0.612  N43 1.008
49 C -1.104 4.464 2.168  C50 1.518, H53 1.092, H54 1.092, H55 1.090
50 C -0.954 3.440 3.278  C49 1.518, C51 1.536, O52 1.425, H56 1.094
51 C -1.935 3.737 4.422  C50 1.536, H57 1.091, H58 1.090, H59 1.091
52 O -1.190 2.088 2.895  C50 1.425, H60 0.967
53 H -1.230 5.453 2.613  C49 1.092
54 H -2.042 4.280 1.642  C49 1.092
55 H -0.281 4.563 1.460  C49 1.090
56 H 0.036 3.598 3.717  C50 1.094
57 H -2.007 4.797 4.669  C51 1.091
58 H -1.683 3.167 5.316  C51 1.090
59 H -2.972 3.499 4.180  C51 1.091
60 H -0.532 1.856 2.225  O52 0.967
61 C -1.438 1.355 -2.550  C62 1.509, H65 1.092, H66 1.092, H67 1.091
62 C -1.447 2.820 -2.190  C61 1.509, C63 1.516, O64 1.415, H68 1.093
63 C -2.722 3.133 -1.431  C62 1.516, H69 1.092, H70 1.092, H71 1.093
64 O -0.299 3.023 -1.386  C62 1.415, H72 0.962
65 H -1.535 0.792 -1.619  C61 1.092
66 H -0.541 1.064 -3.100  C61 1.092
67 H -2.229 1.116 -3.263  C61 1.091
68 H -1.404 3.392 -3.120  C62 1.093
69 H -2.698 2.771 -0.401  C63 1.092
70 H -3.664 2.739 -1.818  C63 1.092
71 H -2.979 4.188 -1.314  C63 1.093
72 H 0.040 2.122 -1.389  O64 0.962
73 C 4.921 -3.752 -0.170  C74 1.549, H77 1.089, H78 1.093, H79 1.090
74 C 3.600 -4.056 -0.919  C73 1.549, C75 1.558, O76 1.442, H80 1.094
75 C 2.456 -4.463 0.056  C74 1.558, H81 1.089, H82 1.091, H83 1.094
76 O 3.225 -2.994 -1.819  C74 1.442, H84 0.968
77 H 5.433 -4.579 0.319  C73 1.089
78 H 4.647 -3.001 0.575  C73 1.093
79 H 5.627 -3.309 -0.873  C73 1.090
80 H 3.923 -4.952 -1.458  C74 1.094
81 H 2.693 -5.433 0.491  C75 1.089
82 H 1.470 -4.378 -0.403  C75 1.091
83 H 2.356 -3.772 0.899  C75 1.094
84 H 2.289 -3.095 -2.045  O76 0.968

(3)
Formula: C15H48N4O9
Source: OMol25
Level of theory: ωB97M-V/def2-TZVPD

Calculated values
**Highest occupied orbital energy**: -8.867 eV
**ΔE to the lowest compared entry with this formula, charge and spin**: 3.751 eV
**Net charge**: 0
**SMILES**: NC(N)=O.NC(N)=O.CC(C)O.CC(C)O.CC(C)O.CO.CO.CO.CO
**LUMO energy**: -0.0623 eV
**Frontier orbital gap**: 8.8 eV
**E**: -1496.24526 hartree

Bonds (Å) are listed after each position.
CARTESIAN COORDINATES (ANGSTROEM)
1 N 0.545 0.665 -1.310  C2 1.313, H5 1.053, H6 1.054
2 C 0.875 -0.258 -0.437  N1 1.313, N3 1.302, O4 1.323
3 N -0.189 -0.797 0.085  C2 1.302, H7 1.026, H8 1.023
4 O 2.123 -0.561 -0.120  C2 1.323
5 H 1.266 1.349 -1.657  N1 1.053
6 H -0.469 0.946 -1.378  N1 1.054
7 H -1.160 -0.578 -0.163  N3 1.026
8 H 0.065 -1.644 0.600  N3 1.023
9 N 1.782 -1.325 -3.017  C10 1.267, H13 0.999, H14 1.032
10 C 1.371 -2.321 -3.684  N9 1.267, N11 1.309, O12 1.360
11 N 0.278 -2.055 -4.354  C10 1.309, H15 1.011, H16 1.088
12 O 2.093 -3.466 -3.815  C10 1.360
13 H 2.647 -1.447 -2.533  N9 0.999
14 H 1.124 -0.594 -2.703  N9 1.032
15 H -0.145 -1.142 -4.451  N11 1.011
16 H -0.187 -2.710 -5.088  N11 1.088
17 C 0.798 -1.242 3.795  C18 1.448, H21 1.097, H22 1.042, H23 1.076
18 C -0.494 -1.714 4.247  C17 1.448, C19 1.465, O20 1.266, H24 1.102
19 C -1.664 -1.212 3.523  C18 1.465, H25 1.086, H26 1.076, H27 1.117
20 O -0.628 -2.966 4.378  C18 1.266, H28 0.990
21 H 1.135 -1.497 2.783  C17 1.097
22 H 1.508 -1.594 4.472  C17 1.042
23 H 0.823 -0.169 3.869  C17 1.076
24 H -0.631 -1.374 5.286  C18 1.102
25 H -1.621 -0.128 3.481  C19 1.086
26 H -2.586 -1.481 4.008  C19 1.076
27 H -1.731 -1.621 2.486  C19 1.117
28 H -0.446 -3.251 3.448  O20 0.990
29 C 2.927 3.276 -0.526  C30 1.489, H33 1.107, H34 1.111, H35 1.130
30 C 2.648 3.456 -1.977  C29 1.489, C31 1.525, O32 1.276, H36 1.134
31 C 3.457 2.523 -2.871  C30 1.525, H37 1.095, H38 1.088, H39 1.131
32 O 1.492 3.067 -2.352  C30 1.276, H40 0.906
33 H 3.936 3.639 -0.250  C29 1.107
34 H 3.005 2.181 -0.354  C29 1.111
35 H 2.136 3.746 0.130  C29 1.130
36 H 2.857 4.525 -2.292  C30 1.134
37 H 3.493 1.489 -2.513  C31 1.095
38 H 4.493 2.852 -2.928  C31 1.088
39 H 3.057 2.478 -3.928  C31 1.131
40 H 1.395 2.981 -3.249  O32 0.906
41 C -0.336 3.837 2.113  C42 1.495, H45 1.065, H46 1.131, H47 1.086
42 C 0.113 2.560 1.478  C41 1.495, C43 1.544, O44 1.178, H48 1.133
43 C 1.493 2.158 2.042  C42 1.544, H49 1.123, H50 1.092, H51 1.159
44 O -0.543 1.600 1.664  C42 1.178, H52 1.018
45 H -1.386 3.829 2.289  C41 1.065
46 H 0.147 4.638 1.477  C41 1.131
47 H 0.003 3.862 3.144  C41 1.086
48 H 0.088 2.782 0.367  C42 1.133
49 H 1.957 1.261 1.551  C43 1.123
50 H 1.400 1.907 3.101  C43 1.092
51 H 2.199 3.075 1.972  C43 1.159
52 H -0.246 0.770 1.155  O44 1.018
53 C -4.094 -1.676 1.293  O54 1.421, H55 1.048, H56 1.078, H57 1.104
54 O -3.139 -0.862 0.626  C53 1.421, H58 0.930
55 H -4.404 -2.428 0.632  C53 1.048
56 H -5.006 -1.179 1.581  C53 1.078
57 H -3.702 -2.235 2.160  C53 1.104
58 H -3.515 -0.171 0.130  O54 0.930
59 C -1.699 -2.386 -1.946  O60 1.410, H61 1.068, H62 1.039, H63 1.117
60 O -2.637 -3.116 -1.188  C59 1.410, H64 0.956
61 H -1.750 -2.840 -2.911  C59 1.068
62 H -0.750 -2.576 -1.569  C59 1.039
63 H -1.878 -1.284 -1.979  C59 1.117
64 H -2.579 -2.764 -0.301  O60 0.956
65 C 0.503 -3.930 0.585  O66 1.393, H67 1.113, H68 1.076, H69 1.061
66 O -0.593 -3.325 1.196  C65 1.393, H70 0.974
67 H 0.403 -4.064 -0.515  C65 1.113
68 H 0.780 -4.915 0.918  C65 1.076
69 H 1.391 -3.404 0.830  C65 1.061
70 H -1.312 -3.974 1.092  O66 0.974
71 C -1.967 2.257 -2.219  O72 1.373, H73 1.073, H74 1.095, H75 1.127
72 O -2.041 1.343 -1.197  C71 1.373, H76 0.966
73 H -1.536 3.222 -2.036  C71 1.073
74 H -2.948 2.372 -2.691  C71 1.095
75 H -1.323 1.868 -3.058  C71 1.127
76 H -2.458 1.794 -0.451  O72 0.966

- What is the formula in the third record?
  C15H48N4O9

- The highest E belongs to which entry?
  C15H48N4O9

- The lowest LUMO energy belongs to which entry?
  C15H48N10O9

- What is the ΔE to the lowest compared entry with this formula, charge and spin in the second record?
  1.253 eV